Molecular formula: C20H37HgOPS
Method: DFT, ωB97M-V/def2-TZVPD

Values from the calculation:
Net charge: +1
Frontier orbital gap (alpha / beta) (eV): 8.09 / 6.21
2S+1: 2
HOMO energy (alpha / beta) (eV): -10.7 / -11.4

```
61
Properties=species:S:1:pos:R:3:forces:R:3:lowdin_charge:R:1
Hg -0.3370 0.5399 -0.8206 0.119 -0.126 0.362 0.804
C -0.2560 2.1465 4.0545 -0.051 0.071 -0.019 -0.069
C -0.3597 2.0028 2.5324 0.046 -0.086 -0.089 -0.701
C 0.4126 3.1192 1.8216 -0.002 0.001 0.092 -0.094
C -1.8395 2.0603 2.1252 0.027 0.008 -0.007 -0.105
P 0.2537 0.3605 1.9135 -0.106 0.110 -0.296 1.047
C -0.6970 -0.9238 2.7496 0.003 -0.078 -0.070 -0.377
C -0.5051 -1.2286 4.1000 -0.033 0.018 -0.008 -0.091
C -1.2522 -2.2294 4.6980 0.001 -0.013 0.011 -0.053
C -2.1896 -2.9388 3.9579 -0.002 0.002 -0.007 -0.055
C -2.3828 -2.6470 2.6167 -0.001 0.010 -0.013 -0.060
C -1.6373 -1.6441 2.0138 0.013 0.010 0.055 -0.103
C 2.0779 0.0223 2.0978 -0.111 0.046 -0.167 -0.688
C 2.2424 -1.5012 2.0337 0.039 0.013 0.005 -0.081
C 2.6819 0.5788 3.3888 0.069 -0.075 -0.024 -0.072
C 2.7823 0.6511 0.8848 -0.014 0.038 0.079 -0.111
H -0.6355 3.1346 4.3261 -0.005 -0.015 0.009 0.099
H 0.7666 2.0773 4.4172 -0.009 -0.001 0.006 0.066
H -0.8679 1.4069 4.5700 -0.008 0.011 -0.007 0.079
H -0.1134 4.0648 1.9668 0.023 -0.001 0.030 0.098
H 0.4830 2.9455 0.7447 -0.019 0.037 -0.010 0.047
H 1.4218 3.2346 2.2183 0.000 -0.007 -0.023 0.078
H -2.2856 2.9637 2.5455 0.015 0.004 -0.020 0.098
H -2.4017 1.2028 2.4976 -0.007 0.023 0.031 0.081
H -1.9558 2.1040 1.0399 -0.018 0.016 0.000 0.042
H 0.2213 -0.6864 4.6905 0.007 -0.009 -0.006 0.098
H -1.1027 -2.4581 5.7448 0.008 0.000 -0.005 0.115
H -2.7679 -3.7225 4.4288 0.003 0.008 0.001 0.115
H -3.1100 -3.2010 2.0383 0.004 0.007 0.000 0.113
H -1.7867 -1.4194 0.9643 -0.016 -0.024 -0.008 0.066
H 1.8798 -1.9905 2.9364 -0.006 -0.001 -0.006 0.080
H 3.3039 -1.7314 1.9224 -0.008 0.007 0.001 0.099
H 1.7167 -1.9323 1.1780 0.027 0.002 -0.013 0.088
H 2.2056 0.1746 4.2816 0.004 0.009 -0.001 0.074
H 2.6425 1.6667 3.4260 0.007 -0.006 -0.004 0.073
H 3.7347 0.2878 3.4203 -0.005 0.004 0.010 0.100
H 2.4052 0.2408 -0.0540 0.060 -0.044 -0.020 0.042
H 3.8492 0.4263 0.9385 -0.008 0.009 0.006 0.098
H 2.6699 1.7357 0.8595 0.014 -0.003 -0.005 0.071
C -0.0261 2.8381 -5.2151 0.032 -0.035 -0.048 -0.113
C -0.4381 1.5649 -5.9504 0.024 0.011 0.164 -0.290
C 0.4015 0.3465 -5.5717 0.042 0.122 -0.066 -0.341
S 0.1934 -0.1270 -3.8416 0.046 -0.195 0.229 0.742
O 1.3256 -1.0212 -3.4600 -0.178 0.134 -0.038 -0.544
C -1.3466 -1.1053 -4.0105 0.030 0.048 0.036 -0.354
C -1.2802 -2.4155 -3.2299 0.075 0.004 -0.028 -0.306
C -0.4755 -3.5017 -3.9363 -0.031 -0.001 0.001 -0.100
H -0.6619 3.6731 -5.5066 0.012 0.002 -0.001 0.077
H 1.0056 3.1027 -5.4539 -0.008 0.006 0.016 0.081
H -0.0992 2.7232 -4.1327 -0.015 0.011 0.000 0.049
H -0.3262 1.7222 -7.0239 -0.078 -0.066 -0.026 0.115
H -1.4953 1.3518 -5.7681 -0.013 0.005 -0.071 0.105
H 1.4704 0.5466 -5.6658 -0.005 0.012 0.012 0.101
H 0.1483 -0.5315 -6.1668 0.119 -0.003 -0.045 0.096
H -1.5459 -1.2851 -5.0678 -0.011 -0.023 0.015 0.090
H -2.1215 -0.4463 -3.6121 -0.059 -0.036 -0.073 0.079
H -2.3050 -2.7606 -3.0781 -0.016 0.042 0.050 0.111
H -0.8556 -2.2275 -2.2378 -0.018 -0.015 0.020 0.071
H -0.9249 -3.7401 -4.9028 0.009 -0.003 0.007 0.081
H -0.4626 -4.4151 -3.3413 -0.016 0.000 -0.019 0.077
H 0.5525 -3.1853 -4.0960 0.002 0.004 -0.007 0.062
```
Positions in Å, forces in eV/Å.

---

Molecular formula: C20H37N3OPPt
Method: DFT, ωB97M-V/def2-TZVPD

Values from the calculation:
Net charge: +1
Frontier orbital gap (alpha / beta) (eV): 8.02 / 5.44
ΔE to the lowest compared entry with this formula, charge and spin (eV): 0.884
2S+1: 5
HOMO energy (alpha / beta) (eV): -9.9 / -10.9

```
63
Properties=species:S:1:pos:R:3:forces:R:3:lowdin_charge:R:1
C -0.5724 0.8361 -3.7812 -0.054 0.061 -1.164 -0.508
C -0.1233 2.2863 -3.9161 0.038 0.205 0.403 -0.120
C 0.0878 0.0120 -4.8982 0.165 0.024 -0.003 -0.111
C -2.0815 0.8187 -4.0325 -0.235 -0.214 0.312 -0.129
H -0.5026 0.1085 -5.8322 0.233 0.033 0.397 0.097
H 0.1416 -1.0502 -4.6587 0.014 -0.016 -0.074 0.057
H 1.1020 0.3633 -5.1321 -0.206 -0.147 0.122 0.069
H -0.2221 2.6115 -4.9689 -0.031 -0.203 0.303 0.102
H 0.9152 2.4465 -3.6301 -0.030 0.036 -0.097 0.042
H -0.7540 2.9521 -3.3173 0.116 0.001 -0.006 0.085
H -2.3291 1.5419 -4.8317 0.164 -0.237 0.253 0.097
H -2.6521 1.1088 -3.1471 -0.057 0.107 -0.092 0.064
H -2.4425 -0.1593 -4.3760 0.067 0.164 0.190 0.075
C 2.1483 -0.5257 -0.4264 0.289 1.726 0.295 -0.118
C 2.4037 -0.7005 -1.8241 -0.311 1.271 -0.464 -0.094
C 2.2837 0.5903 -2.4474 0.160 -0.257 0.284 -0.142
H 2.6853 -1.6273 -2.3094 -0.080 0.197 0.006 0.117
C 1.9567 1.5714 -1.4408 0.709 -1.315 0.204 -0.097
C 1.8966 0.8826 -0.1876 0.960 -0.648 -0.807 -0.135
H 1.7408 1.3533 0.7794 0.048 -0.132 -0.664 0.080
H 2.2082 -1.2929 0.3399 -0.102 0.211 -0.372 0.086
H 2.4895 0.8071 -3.4926 -0.180 -0.144 0.341 0.105
H 1.8411 2.6420 -1.5873 -0.040 -0.333 0.002 0.119
C -1.7732 -1.3231 -0.2630 0.610 -1.197 -0.537 -0.141
C -0.5792 -2.1349 -0.3007 -1.546 0.139 0.137 -0.122
C -0.3383 -2.5244 -1.6571 -0.981 0.773 -0.279 -0.092
H -0.0005 -2.4335 0.5704 -0.243 0.148 -0.481 0.080
C -1.3750 -1.9322 -2.4593 -0.272 0.001 0.351 -0.148
C -2.2622 -1.1776 -1.5977 0.837 -1.200 -0.039 -0.108
H -3.1621 -0.6441 -1.8921 0.335 -0.177 0.012 0.113
H -2.2381 -0.9135 0.6305 0.205 -0.234 -0.550 0.076
H 0.4511 -3.1827 -1.9967 -0.130 0.135 -0.045 0.118
H -1.5220 -2.1007 -3.5227 0.121 0.149 0.325 0.107
Pt -0.0259 -0.0316 -1.6607 -0.032 0.261 -1.398 1.173
C -0.9534 2.5177 3.1599 0.419 -0.406 -0.327 -0.128
N -1.4463 1.2631 2.5204 0.172 -0.513 1.003 -0.252
C -2.1693 1.7153 1.2771 0.946 -0.645 0.073 -0.106
P -0.1574 0.0472 2.2799 0.438 0.536 1.546 0.746
O -0.0804 0.0747 0.8101 0.430 -0.255 0.916 -0.453
N 1.2326 0.6900 3.1304 -0.039 -0.880 0.335 -0.273
C 2.6729 0.3130 2.8094 -0.869 -0.515 -0.489 -0.084
C 1.0698 0.5643 4.6091 0.073 -0.071 -0.331 -0.134
N -0.2370 -1.6112 2.9323 -0.895 0.388 0.018 -0.271
C -1.5009 -2.4099 3.0096 -0.305 0.710 -0.628 -0.092
C 0.9782 -2.4863 2.9290 0.216 0.891 -0.233 -0.099
H -1.6936 3.3147 3.1059 -0.199 -0.315 -0.036 0.084
H -0.0726 2.8318 2.5842 -0.025 0.371 0.445 0.082
H -0.7038 2.3757 4.2036 0.131 0.011 0.032 0.060
H -1.3969 2.0301 0.5609 -0.427 -0.060 -0.226 0.076
H -2.8103 0.9453 0.8489 0.226 0.025 0.056 0.062
H -2.8066 2.5784 1.4766 0.133 -0.230 0.464 0.087
H 3.1975 1.0729 2.2323 -0.246 0.043 -0.051 0.077
H 3.2731 0.1552 3.7154 -0.579 0.111 -0.012 0.093
H 2.6807 -0.6426 2.2628 0.314 0.502 0.101 0.050
H 1.5906 1.3711 5.1389 -0.132 -0.053 -0.277 0.099
H 0.0215 0.5755 4.8777 -0.189 0.051 0.158 0.064
H 1.4846 -0.3907 4.9465 -0.103 0.074 0.095 0.072
H -1.9952 -2.4681 2.0203 0.063 -0.011 0.564 0.057
H -1.3247 -3.4503 3.3102 0.319 0.459 0.045 0.085
H -2.1926 -1.9738 3.7377 0.089 0.005 -0.191 0.083
H 1.7213 -2.1355 3.6506 -0.080 0.007 -0.131 0.067
H 1.4546 -2.5109 1.9337 0.000 -0.047 0.290 0.055
H 0.7682 -3.5350 3.1943 -0.421 0.631 -0.074 0.096
```
Positions in Å, forces in eV/Å.

---

Molecular formula: C20H37O15S2
Method: DFT, ωB97M-V/def2-TZVPD

Values from the calculation:
Net charge: -1
Frontier orbital gap (eV): 5.36
ΔE to the lowest compared entry with this formula, charge and spin (eV): 2.219
HOMO energy (eV): -3.4

```
74
Properties=species:S:1:pos:R:3:forces:R:3:lowdin_charge:R:1
O -0.6241 -0.1354 -0.7797 -0.398 0.267 -0.419 -0.730
H -1.1572 0.4141 -1.3866 0.312 -0.295 0.339 -0.254
C -3.6751 5.0690 -1.8356 0.229 -1.529 0.382 -0.018
C -4.1291 5.0590 -0.3424 -1.015 1.709 -1.472 -0.305
C -3.0718 4.5413 0.5883 1.114 -0.338 -0.467 -0.089
O -2.7414 5.6052 1.4797 -0.286 0.043 0.052 0.073
C -3.4952 6.6789 1.2159 -1.497 0.086 0.224 -0.517
O -3.5035 7.6776 1.8866 0.023 -0.873 -1.316 0.139
O -4.3673 6.3850 0.1534 1.043 1.177 1.281 0.047
H -2.9557 5.8069 -2.1904 0.017 0.228 0.712 0.088
H -4.3910 4.9342 -2.6464 -0.713 0.471 0.552 0.074
H -3.1800 4.0981 -1.8543 0.491 -0.118 -0.439 0.077
H -5.1002 4.5695 -0.2694 0.191 -0.337 0.040 0.149
H -2.1826 4.4063 -0.0275 0.133 -0.719 0.402 0.134
H -3.3790 3.6465 1.1297 0.325 0.126 0.053 0.145
C -4.0580 -3.3298 -3.6303 -0.475 1.939 -0.873 -0.021
C -3.3321 -2.4813 -4.7145 0.977 -3.588 -0.522 -0.280
C -1.9314 -3.0555 -5.0154 0.312 1.549 1.651 -0.094
O -1.9130 -3.6415 -6.3429 -0.253 0.286 1.236 0.085
C -3.1710 -3.5833 -6.8123 -1.705 -0.400 -1.863 -0.509
O -3.6092 -4.1265 -7.8370 1.596 1.713 3.227 0.099
O -3.9325 -2.7802 -5.9982 -0.891 0.219 -0.674 0.044
H -4.2559 -4.3553 -3.9423 0.276 0.109 -0.078 0.090
H -4.9939 -2.7723 -3.5924 -0.497 -0.518 0.593 0.076
H -3.5739 -3.2623 -2.6560 0.117 -0.023 -0.135 0.089
H -3.2243 -1.4280 -4.4555 -0.737 -0.035 -0.413 0.152
H -1.6301 -3.6911 -4.1827 0.089 -0.812 -0.722 0.129
H -1.3663 -2.1436 -4.8223 1.265 -0.367 -1.316 0.129
C 5.9954 -3.4478 -1.8193 -0.829 -0.922 0.997 -0.017
C 5.3925 -3.7295 -0.3885 -0.196 0.878 -0.837 -0.255
C 4.0329 -4.5466 -0.3588 1.805 0.621 -0.037 -0.059
O 4.3698 -5.6043 0.5441 -0.280 -0.716 0.279 0.058
C 5.6527 -5.5646 0.9477 1.847 -1.788 1.418 -0.549
O 6.2484 -6.3703 1.6646 -2.203 1.684 -1.671 0.107
O 6.2912 -4.5142 0.4330 -0.556 0.977 -0.845 0.081
H 5.4212 -2.6668 -2.3179 -0.333 -0.248 0.003 0.082
H 5.8922 -4.4091 -2.3227 0.124 0.183 -0.547 0.076
H 7.0316 -3.1204 -1.9044 0.028 -0.171 0.728 0.076
H 5.1690 -2.7731 0.0843 0.496 -0.038 0.357 0.140
H 3.7902 -4.9179 -1.3544 -0.075 -0.322 0.158 0.125
H 3.2026 -3.9658 0.0430 0.123 -0.106 -0.002 0.135
C 1.5967 2.2994 7.7099 0.925 -0.505 -0.527 -0.023
C 1.7446 0.9381 7.0509 -0.178 -0.210 -0.429 -0.294
C 2.0888 0.8642 5.5050 -0.877 -0.624 2.707 -0.049
O 3.5114 0.6724 5.5613 -0.328 1.031 -1.310 0.062
C 3.8808 0.1818 6.7560 1.931 -2.100 -0.728 -0.574
O 4.9294 -0.4251 6.9195 -1.941 1.700 0.125 0.124
O 2.9010 0.3115 7.6278 -0.365 -0.225 1.108 0.075
H 0.8219 2.8952 7.2273 0.051 0.058 0.256 0.089
H 2.5906 2.7332 7.6000 -0.155 0.669 -0.085 0.091
H 1.4611 2.1599 8.7824 -0.389 0.106 -0.106 0.087
H 0.8830 0.3197 7.3027 0.078 -0.164 -0.168 0.146
H 1.6223 1.7321 5.0389 1.123 0.149 -0.543 0.134
H 1.6325 -0.0500 5.1253 0.120 0.109 -0.331 0.132
C 2.6561 4.1363 -4.5481 0.994 -0.271 -0.286 -0.252
S 4.0022 4.3337 -5.8229 -2.072 -0.035 -1.840 0.839
O 3.3592 4.1957 -7.2416 1.221 0.437 2.848 -0.601
C 4.3143 6.1412 -5.6093 -0.202 -0.711 -0.112 -0.265
H 2.2640 3.1194 -4.5596 -0.006 0.056 -0.547 0.050
H 1.8563 4.8704 -4.6456 0.230 0.011 -0.024 0.052
H 3.1995 4.1709 -3.6039 -0.137 0.509 0.183 0.043
H 4.8544 6.3437 -6.5342 -0.135 0.359 0.091 0.039
H 4.9351 6.3795 -4.7457 0.049 -0.320 0.006 0.046
H 3.3723 6.6833 -5.5265 0.041 -0.057 -0.307 0.048
C -3.0700 -4.1355 4.0360 0.049 -0.038 0.287 -0.262
S -4.6934 -4.4307 4.8527 -0.580 3.019 -0.329 0.836
O -4.7769 -3.4628 6.0216 0.703 -1.418 -0.461 -0.588
C -5.6389 -3.4514 3.6239 -0.723 -0.877 -0.734 -0.280
H -3.0053 -3.0867 3.7460 0.108 0.105 0.664 0.053
H -2.7987 -4.6604 3.1200 -0.661 -0.589 0.087 0.055
H -2.3809 -4.4575 4.8167 0.280 0.445 -0.100 0.040
H -5.7810 -4.1028 2.7616 -0.004 0.073 -0.272 0.041
H -5.2437 -2.4926 3.2885 0.786 -0.251 0.370 0.059
H -6.6332 -3.2009 3.9937 0.067 -0.442 0.468 0.045
```
Positions in Å, forces in eV/Å.